One molecule with the formula C22H28N2O2, computed with the ωB97M-V functional and the def2-TZVPD basis.

XYZ file:
```
54
Properties=species:S:1:pos:R:3:forces:R:3
O -0.577 -1.960 1.263 -0.265 -0.137 0.355
C 0.326 -1.701 0.484 0.136 0.024 -0.257
N 1.639 -1.712 0.876 0.292 0.129 -0.089
C 2.010 -2.344 2.130 -0.082 0.049 0.119
C 2.490 -3.757 1.917 0.074 0.069 0.053
C 3.819 -4.103 2.113 -0.097 0.072 0.040
C 4.249 -5.398 1.877 0.097 -0.114 -0.018
C 3.353 -6.356 1.434 0.103 -0.073 0.005
C 2.026 -6.016 1.232 -0.079 -0.016 -0.028
C 1.596 -4.724 1.473 -0.008 -0.020 0.010
N 0.073 -1.369 -0.822 -0.125 -0.055 0.020
C 1.010 -0.754 -1.732 0.317 0.275 0.064
C 0.997 0.770 -1.563 -0.068 -0.151 -0.064
C -0.447 1.309 -1.386 0.031 0.280 -0.188
C -0.609 2.578 -2.254 -0.298 -0.406 -0.011
O 0.251 3.627 -1.894 0.319 0.255 0.233
C -0.665 1.613 0.111 -0.226 -0.061 -0.140
C -2.063 2.074 0.548 0.250 -0.067 0.047
C -2.442 3.455 0.092 -0.152 -0.009 0.041
C -1.689 4.559 0.481 -0.069 -0.037 0.059
C -2.029 5.834 0.061 0.046 0.091 0.004
C -3.134 6.027 -0.749 -0.028 0.103 -0.045
C -3.903 4.939 -1.127 -0.052 0.025 -0.045
C -3.559 3.666 -0.709 0.000 0.015 0.085
C -1.438 0.258 -1.907 0.233 0.080 0.119
C -1.309 -1.083 -1.176 -0.407 -0.131 0.023
H 2.357 -1.727 0.169 -0.123 0.021 -0.026
H 1.110 -2.337 2.751 0.202 0.065 -0.020
H 2.787 -1.740 2.607 -0.095 -0.109 0.036
H 4.522 -3.357 2.458 0.056 0.085 0.036
H 5.285 -5.658 2.037 0.077 -0.025 0.008
H 3.689 -7.365 1.249 0.027 -0.076 -0.013
H 1.323 -6.762 0.889 -0.059 -0.059 -0.024
H 0.561 -4.454 1.321 -0.142 0.032 -0.016
H 2.020 -1.144 -1.594 -0.075 -0.049 -0.121
H 0.699 -1.029 -2.745 0.130 -0.027 0.047
H 1.465 1.234 -2.431 0.086 0.042 -0.016
H 1.594 1.038 -0.690 0.064 0.032 -0.011
H -0.353 2.333 -3.289 -0.072 -0.079 0.044
H -1.653 2.910 -2.237 0.110 -0.062 -0.091
H -0.089 4.033 -1.086 -0.014 0.029 -0.152
H 0.067 2.369 0.409 0.083 -0.053 0.047
H -0.435 0.710 0.676 0.101 0.030 0.081
H -2.814 1.357 0.217 -0.068 -0.025 0.053
H -2.070 2.064 1.642 -0.080 -0.077 -0.031
H -0.841 4.422 1.138 0.104 -0.031 0.073
H -1.430 6.678 0.372 0.042 0.070 0.027
H -3.399 7.020 -1.078 -0.020 0.082 -0.027
H -4.773 5.083 -1.751 -0.067 0.016 -0.053
H -4.166 2.823 -1.008 -0.033 -0.099 -0.023
H -1.254 0.119 -2.975 -0.048 0.035 -0.071
H -2.460 0.621 -1.808 -0.090 -0.014 -0.062
H -1.884 -1.087 -0.248 0.037 -0.012 -0.179
H -1.691 -1.890 -1.814 -0.074 0.071 0.089
```
Forces are in eV/Å.

E_tot = -30344.775 eV
total charge = 0
SMILES = O=C(NCc1ccccc1)N1CCC(CO)(CCc2ccccc2)CC1
HOMO-LUMO gap = 9.573 eV

=====

One molecule with the formula C22H28N2O3, computed with the ωB97M-V functional and the def2-TZVPD basis.

XYZ file:
```
55
Properties=species:S:1:pos:R:3:forces:R:3
C 5.390 1.233 -1.907 -0.216 0.035 0.079
C 4.033 1.255 -1.217 0.048 -0.195 0.252
C 4.136 1.086 0.306 0.308 0.227 -0.320
C 4.635 2.351 0.995 -0.173 -0.423 -0.058
O 2.853 0.821 0.864 -0.160 0.025 0.142
C 2.301 -0.411 0.777 -0.246 -0.193 0.039
C 2.888 -1.534 0.198 0.246 0.305 -0.033
C 2.209 -2.738 0.182 -0.373 -0.158 0.091
C 0.930 -2.849 0.710 0.412 0.086 0.150
C 0.236 -4.164 0.673 0.027 -0.077 0.093
O 0.784 -5.212 0.947 0.157 -0.062 -0.037
N -1.094 -4.139 0.352 -0.334 -0.446 0.117
C -1.827 -3.068 -0.171 -0.304 0.360 -0.301
C -1.278 -2.230 -1.139 -0.116 -0.136 -0.063
C -1.980 -1.126 -1.577 -0.127 -0.082 0.063
C -3.246 -0.836 -1.079 -0.063 -0.006 -0.040
C -3.916 0.471 -1.415 0.012 0.045 0.029
N -3.537 1.558 -0.518 -0.038 0.078 -0.008
C -2.124 1.889 -0.556 0.023 0.322 0.239
C -1.892 3.154 0.272 0.159 -0.108 -0.368
O -2.314 2.981 1.604 0.128 -0.046 0.150
C -3.678 2.638 1.644 -0.322 -0.259 0.022
C -3.953 1.355 0.858 0.101 0.344 0.173
C -3.820 -1.724 -0.177 0.044 0.044 -0.187
C -3.126 -2.832 0.270 0.210 -0.096 0.028
C 0.355 -1.732 1.318 0.200 -0.060 0.006
C 1.030 -0.534 1.351 0.147 0.123 -0.019
H 5.919 0.308 -1.688 0.105 -0.094 -0.010
H 5.261 1.305 -2.985 0.077 0.006 -0.090
H 6.008 2.066 -1.584 0.130 0.069 -0.010
H 3.521 2.196 -1.428 -0.090 0.001 0.029
H 3.413 0.448 -1.615 -0.033 0.048 0.003
H 4.820 0.258 0.543 -0.111 0.045 -0.020
H 5.630 2.606 0.644 0.112 0.058 -0.033
H 3.957 3.175 0.788 -0.062 0.110 -0.043
H 4.670 2.195 2.070 0.046 0.018 0.091
H 3.873 -1.489 -0.238 0.084 0.055 -0.044
H 2.668 -3.610 -0.261 0.051 -0.083 -0.021
H -1.592 -5.003 0.527 0.194 0.071 -0.019
H -0.296 -2.442 -1.533 0.063 -0.011 -0.041
H -1.537 -0.479 -2.320 0.058 0.093 -0.074
H -5.003 0.371 -1.357 0.029 -0.027 -0.083
H -3.649 0.785 -2.428 -0.071 -0.060 -0.005
H -1.832 2.077 -1.592 0.072 -0.019 -0.020
H -1.496 1.077 -0.149 0.001 0.065 -0.064
H -0.828 3.394 0.316 -0.053 0.014 -0.067
H -2.441 3.991 -0.186 0.073 -0.051 0.015
H -3.932 2.507 2.698 -0.050 0.011 -0.070
H -4.281 3.455 1.220 0.017 -0.067 0.058
H -5.023 1.139 0.877 -0.022 -0.043 0.048
H -3.409 0.521 1.335 -0.083 0.036 0.003
H -4.819 -1.540 0.191 -0.108 0.033 0.046
H -3.577 -3.505 0.985 -0.014 -0.056 0.111
H -0.617 -1.807 1.782 -0.105 0.028 -0.003
H 0.598 0.336 1.820 -0.060 0.102 0.073
```
Forces are in eV/Å.

E_tot = -32391.320 eV
total charge = 0
SMILES = CC[C@@H](C)Oc1ccc(C(=O)Nc2ccc(CN3CCOCC3)cc2)cc1
HOMO-LUMO gap = 9.033 eV

=====

One molecule with the formula C22H28N2O4, computed with the ωB97M-V functional and the def2-TZVPD basis.

XYZ file:
```
56
Properties=species:S:1:pos:R:3:forces:R:3
C -4.195 4.775 -0.557 0.134 -0.207 -0.343
C -3.746 4.528 -1.994 -0.078 0.339 0.189
O -3.709 3.156 -2.329 -0.038 -0.204 -0.044
C -2.653 2.386 -1.941 0.087 -0.257 -0.018
C -2.716 1.047 -2.332 -0.070 0.368 0.101
C -1.698 0.167 -2.035 0.021 -0.121 0.002
C -0.584 0.608 -1.326 -0.271 0.229 -0.097
N 0.501 -0.217 -1.002 0.223 0.323 0.080
C 0.639 -1.549 -1.195 0.563 0.064 0.159
O -0.166 -2.278 -1.736 -0.229 -0.200 -0.119
C 1.945 -2.081 -0.559 -0.131 -0.122 -0.140
N 1.682 -2.215 0.866 -0.091 -0.258 0.035
C 1.685 -1.138 1.679 0.052 -0.251 0.082
O 2.091 -0.040 1.365 0.183 0.312 0.088
O 1.190 -1.449 2.895 0.015 -0.200 -0.132
C 0.998 -0.334 3.760 0.063 0.349 0.233
C -0.031 0.635 3.232 0.015 -0.023 0.005
C 0.044 1.979 3.570 0.032 -0.181 0.022
C -0.905 2.870 3.101 -0.043 0.093 0.024
C -1.928 2.428 2.280 -0.088 0.084 0.021
C -2.000 1.092 1.927 -0.056 -0.038 0.039
C -1.061 0.198 2.409 0.009 -0.047 0.066
C 2.388 -3.415 -1.169 0.190 0.311 0.098
C 2.686 -3.215 -2.653 -0.224 -0.079 0.180
C 3.608 -3.968 -0.422 -0.239 -0.157 -0.024
C 3.873 -5.438 -0.727 0.053 0.233 0.035
C -0.525 1.937 -0.921 0.031 -0.299 -0.151
C -1.544 2.821 -1.224 -0.217 0.198 -0.124
H -5.163 4.308 -0.388 -0.089 -0.014 0.037
H -4.281 5.844 -0.378 -0.008 0.120 0.056
H -3.483 4.355 0.148 0.040 0.006 0.102
H -2.775 5.000 -2.186 -0.086 -0.051 -0.048
H -4.478 4.955 -2.686 0.168 -0.004 0.071
H -3.582 0.718 -2.885 -0.099 -0.047 -0.076
H -1.759 -0.861 -2.350 -0.001 -0.032 -0.012
H 1.214 0.237 -0.439 -0.042 -0.252 -0.074
H 2.739 -1.335 -0.668 -0.058 -0.098 -0.020
H 1.184 -3.036 1.173 -0.018 0.069 0.062
H 0.670 -0.773 4.707 0.097 0.038 -0.137
H 1.953 0.183 3.910 -0.157 -0.085 0.027
H 0.848 2.327 4.202 0.117 0.055 0.051
H -0.841 3.913 3.373 0.002 0.090 0.021
H -2.670 3.123 1.917 -0.049 0.064 -0.050
H -2.788 0.744 1.276 -0.074 -0.026 -0.090
H -1.126 -0.846 2.139 -0.001 -0.096 -0.048
H 1.553 -4.117 -1.074 -0.022 0.005 0.023
H 1.801 -2.858 -3.171 -0.037 0.007 -0.120
H 3.488 -2.491 -2.787 0.144 0.077 -0.019
H 2.988 -4.153 -3.109 0.060 -0.066 -0.102
H 3.452 -3.857 0.653 0.097 0.034 -0.013
H 4.486 -3.376 -0.689 0.048 0.103 0.055
H 3.001 -6.041 -0.485 -0.079 -0.111 0.015
H 4.111 -5.585 -1.777 0.029 -0.097 -0.112
H 4.713 -5.797 -0.137 0.066 -0.105 0.009
H 0.328 2.283 -0.355 0.094 0.052 0.090
H -1.451 3.844 -0.895 -0.040 0.105 0.037
```
Forces are in eV/Å.

E_tot = -34440.278 eV
total charge = 0
SMILES = CCOc1ccc(NC(=O)[C@@H](NC(=O)OCc2ccccc2)[C@@H](C)CC)cc1
HOMO-LUMO gap = 8.560 eV

=====

One molecule with the formula C22H28N2O5 at a distorted geometry, computed with the ωB97M-V functional and the def2-TZVPD basis.

XYZ file:
```
57
Properties=species:S:1:pos:R:3:forces:R:3
C -1.880 -1.480 -2.460 -0.061 0.041 -0.023
C -2.403 -0.416 -1.545 -0.004 -0.076 -0.049
C -1.688 0.771 -1.361 -0.492 -0.151 0.196
O -0.521 0.864 -2.066 -0.076 -0.261 -0.007
C 0.182 2.086 -2.044 0.145 0.418 -0.035
C 0.882 2.376 -0.708 -0.332 -0.387 -0.333
O 1.110 3.506 -0.333 0.097 0.377 -0.017
N 1.203 1.263 -0.027 0.059 -0.436 0.029
C 1.943 1.292 1.214 0.330 0.259 0.088
C 3.438 1.046 1.003 -0.292 -0.194 -0.071
C 3.723 -0.345 0.434 0.087 0.247 0.189
N 5.120 -0.709 0.586 -0.022 -0.123 -0.061
C 5.999 0.032 -0.305 0.307 -0.065 0.118
C 7.450 -0.348 -0.011 -0.158 0.342 -0.096
O 7.666 -1.729 -0.169 0.078 -0.055 -0.147
C 6.807 -2.456 0.677 -0.341 -0.220 0.071
C 5.341 -2.133 0.393 0.328 -0.050 0.063
C -2.160 1.765 -0.502 0.317 0.141 -0.153
C -3.352 1.592 0.163 -0.173 -0.359 -0.098
C -4.100 0.425 -0.004 0.336 -0.185 -0.283
C -5.352 0.158 0.630 -0.425 -0.615 -0.113
C -5.999 -1.012 0.418 0.132 0.688 0.185
C -5.473 -2.041 -0.448 -0.331 -0.473 -0.006
O -5.978 -3.111 -0.686 0.192 0.412 0.096
O -4.274 -1.744 -1.053 0.140 -0.156 -0.178
C -3.607 -0.581 -0.859 0.403 0.893 0.238
C -7.277 -1.096 1.192 -0.052 -0.191 -0.027
C -7.488 0.351 1.674 -0.001 -0.037 0.006
C -6.110 1.032 1.581 -0.028 0.045 0.041
H -1.464 -1.028 -3.356 0.031 -0.060 -0.060
H -1.087 -2.043 -1.969 0.082 -0.093 -0.030
H -2.676 -2.168 -2.726 0.045 -0.067 -0.056
H 0.953 1.990 -2.816 -0.106 0.059 0.105
H -0.461 2.934 -2.304 0.080 -0.098 0.121
H 1.016 0.369 -0.453 -0.109 0.143 -0.041
H 1.797 2.286 1.641 -0.044 -0.172 0.046
H 1.523 0.542 1.890 0.010 0.069 0.006
H 3.821 1.819 0.336 0.032 0.081 0.030
H 3.950 1.135 1.961 0.059 0.014 0.035
H 3.407 -0.397 -0.625 -0.018 -0.069 0.048
H 3.138 -1.079 0.997 -0.037 -0.017 -0.048
H 5.871 1.101 -0.132 0.025 0.029 -0.062
H 5.772 -0.189 -1.364 -0.011 0.047 0.033
H 8.127 0.151 -0.707 -0.050 0.034 0.078
H 7.696 -0.047 1.019 0.001 0.015 -0.088
H 7.013 -3.511 0.492 -0.041 0.045 0.074
H 7.029 -2.217 1.728 -0.023 -0.058 -0.063
H 4.707 -2.688 1.087 -0.003 -0.026 -0.034
H 5.096 -2.444 -0.639 -0.014 -0.018 0.052
H -1.597 2.671 -0.344 0.051 0.122 0.006
H -3.714 2.361 0.825 -0.041 0.101 0.079
H -7.156 -1.790 2.028 -0.075 -0.054 0.008
H -8.099 -1.465 0.579 -0.040 -0.051 0.053
H -8.188 0.857 1.009 -0.010 0.007 0.021
H -7.895 0.390 2.682 -0.064 0.048 -0.013
H -5.601 1.043 2.549 0.047 0.077 0.021
H -6.180 2.061 1.229 0.059 0.063 0.052
```
Forces are in eV/Å.

E_tot = -36486.693 eV
total charge = 0
SMILES = Cc1c(OCC(=O)NCCCN2CCOCC2)ccc2c3c(c(=O)oc12)CCC3
HOMO-LUMO gap = 8.612 eV

=====

> HOMO-LUMO gap of number 2 (C22H28N2O3)?

9.033 eV

=====

> Among the records above, which one has the highest HOMO-LUMO gap?

C22H28N2O2

=====

> What is the E_tot in the first record?

-30344.775 eV